{"formula": "C58H63BBrGeN8O5STi", "method": "ωB97M-V with the def2-TZVPD basis set", "s2": 0.765, "spin_multiplicity": 2, "fmax_ev_per_a": 0.92, "orbital_gap_ev": [5.70, 7.23], "e_lumo_ev": [-1.0, -1.2], "symbols": ["Br", "Ge", "Ti", "S", "O", "O", "O", "O", "O", "N", "N", "N", "N", "N", "N", "N", "N", "C", "C", "C", "C", "C", "C", "C", "C", "C", "C", "C", "C", "C", "C", "C", "C", "C", "C", "C", "C", "C", "C", "C", "C", "C", "C", "C", "C", "C", "C", "C", "C", "C", "C", "C", "C", "C", "C", "C", "C", "C", "C", "C", "C", "C", "C", "C", "C", "C", "C", "C", "C", "C", "C", "C", "C", "C", "C", "B", "H", "H", "H", "H", "H", "H", "H", "H", "H", "H", "H", "H", "H", "H", "H", "H", "H", "H", "H", "H", "H", "H", "H", "H", "H", "H", "H", "H", "H", "H", "H", "H", "H", "H", "H", "H", "H", "H", "H", "H", "H", "H", "H", "H", "H", "H", "H", "H", "H", "H", "H", "H", "H", "H", "H", "H", "H", "H", "H", "H", "H", "H", "H"], "coordinates": [[-6.1571, 4.3203, 1.3199], [-3.9733, -3.6382, -3.4764], [-0.2729, -0.2448, 0.1311], [-3.1676, -1.2066, 1.0669], [-1.7899, -0.4929, 1.2713], [-3.0848, -2.4927, 1.6866], [-1.1427, -3.9456, -0.2789], [-0.5724, -1.8177, -0.6249], [-3.5401, -1.1303, -0.3179], [0.6558, 0.1383, -1.8364], [-1.6248, 0.9342, -0.9438], [0.7060, 2.1452, 1.9503], [0.1826, 0.1018, 3.4145], [0.2806, -1.2485, 3.3144], [0.5292, 1.9483, 0.6166], [1.8498, -0.6758, 0.9496], [2.2107, 0.1752, 1.9600], [-0.7314, 4.5393, -1.7216], [2.2554, -0.1472, -3.5772], [-3.1832, -3.2481, -7.6169], [-6.1401, 1.3296, 3.3612], [-0.9470, -3.0702, -1.0603], [2.0351, -3.2991, -0.8270], [-3.4993, -7.8369, -3.3071], [0.6158, 3.4456, 2.2415], [-0.3310, 0.2520, -2.7732], [0.3657, 4.1376, 1.0762], [-4.3031, -3.8007, -8.2190], [4.3177, -2.3648, -1.2598], [-6.6016, -2.2800, -3.4260], [-4.0873, 0.0481, 3.3050], [-2.0679, -3.6460, 4.7874], [-4.8557, 2.7649, -0.6747], [-0.5097, -1.7620, 4.2416], [0.2415, 3.4089, -1.3987], [-1.5735, 0.6509, -2.2547], [0.3305, 3.1609, 0.0764], [-0.0653, 0.0467, -4.1436], [-4.7499, 3.2682, 0.6109], [-2.7022, 1.6893, -0.4326], [2.9766, -1.3760, 0.6525], [-5.4139, 0.2912, 1.3020], [1.6361, 3.7011, -1.9586], [-3.0991, -3.1875, -6.2317], [-6.7195, -2.1414, -0.6608], [1.9176, -0.0192, -2.2485], [3.2237, -2.6013, -0.2116], [-5.3328, -4.2969, -7.4314], [-4.1236, -3.6769, -5.4237], [-5.2393, -4.2369, -6.0483], [-3.8398, 1.9793, -1.1908], [-7.1389, 2.1633, 4.1123], [-3.6428, 2.9870, 1.3864], [-0.6430, 0.4321, 4.4314], [-2.6272, 2.2012, 0.8667], [-5.5631, -2.8285, -2.6765], [-3.7080, -5.4676, -2.8489], [-0.6396, -3.2522, 4.4119], [3.5011, 0.0409, 2.2564], [-5.0069, 0.8207, 3.9941], [-1.1338, -3.1302, -2.5572], [-0.1744, -4.0046, 3.1709], [-7.7476, -1.6023, -1.4230], [-7.6857, -1.6701, -2.8069], [4.0364, -0.9223, 1.4421], [1.2309, -0.1486, -4.5391], [-2.4761, -2.4772, -2.9456], [-3.3337, -8.0938, -1.9547], [-4.2930, -0.1944, 1.9583], [-3.6813, -6.5328, -3.7484], [-6.3309, 1.0496, 2.0117], [-3.3455, -7.0435, -1.0474], [-1.1178, -0.7264, 4.9923], [-5.6385, -2.7439, -1.2851], [-3.5316, -5.7436, -1.4925], [1.2684, 1.0146, 2.8275], [-3.5163, -4.9436, -0.7630], [5.1659, -1.8111, -0.8578], [-6.0500, -4.6400, -5.4497], [-0.8161, 1.4654, 4.6920], [-3.1910, -9.1094, -1.6068], [-6.8555, 2.2712, 5.1586], [-1.7804, 1.9810, 1.4933], [-1.7229, 4.3461, -1.3079], [1.9277, 1.5249, 3.6956], [-3.2008, -7.2321, 0.0089], [-3.2094, -0.3435, 3.7976], [-2.7523, -3.4313, 3.9659], [0.2550, 5.2008, 0.9549], [-0.3779, 5.4927, -1.3216], [-0.8266, 4.6557, -2.8028], [-2.4189, 0.7676, -2.9192], [-3.5688, 3.3654, 2.3971], [-2.4158, -3.1105, 5.6740], [-5.7354, 2.9681, -1.2701], [-2.2109, -2.7558, -5.7809], [-0.8804, 0.0814, -4.8543], [-0.8031, -3.7626, 2.3149], [-1.7993, -0.8180, 5.8217], [-2.8629, -1.8864, -2.1174], [-6.7541, -2.0875, 0.4214], [-4.3731, -3.8487, -9.2983], [-6.2087, -4.7341, -7.8943], [-3.9704, 1.5883, -2.1900], [-2.1217, -4.7136, 5.0085], [-5.5512, 0.0885, 0.2477], [2.0436, 4.6196, -1.5296], [2.3631, -4.2409, -1.2712], [-8.4828, -1.2487, -3.4073], [-0.1186, 2.5028, -1.8714], [-4.8405, -3.1344, -0.6636], [-3.4848, -8.6510, -4.0213], [-1.0764, -4.1825, -2.8399], [-0.3094, -2.5985, -3.0374], [-7.2159, 3.1599, 3.6730], [0.7804, 3.7849, 3.2515], [1.5988, -2.6982, -1.6212], [-2.3732, -2.8655, -8.2255], [2.3280, 2.8883, -1.7312], [1.5930, 3.8215, -3.0431], [5.0399, -1.3108, 1.4511], [-3.8017, -6.3502, -4.8108], [-0.2368, -5.0814, 3.3449], [-6.5695, -2.3147, -4.5097], [3.2927, -0.2639, -3.8559], [3.9274, 0.6224, 3.0557], [-8.1305, 1.7094, 4.0774], [2.6666, -0.0477, -1.4690], [0.8560, -3.7523, 2.9155], [-7.1993, 1.4492, 1.4998], [-8.5948, -1.1314, -0.9389], [-4.8447, 1.0310, 5.0451], [4.6836, -3.3247, -1.6282], [3.6428, -3.3048, 0.5158], [0.0124, -3.5339, 5.2490], [3.9275, -1.8176, -2.1176], [-2.3222, -1.7623, -3.7563], [1.2838, -3.5249, -0.0732], [1.4684, -0.2858, -5.5861]], "atomic_forces_ev_per_a": [[0.088, 0.185, -0.137], [-0.014, -0.001, 0.089], [0.012, 0.847, -0.349], [0.581, 0.163, 0.305], [0.101, 0.096, 0.022], [-0.157, -0.044, 0.007], [0.137, -0.136, -0.036], [0.079, -0.413, 0.003], [0.111, 0.031, 0.011], [0.093, -0.008, 0.128], [-0.056, -0.566, -0.173], [-0.067, 0.144, -0.136], [0.099, -0.104, 0.209], [-0.012, -0.016, -0.037], [-0.358, -0.383, 0.252], [0.211, -0.061, -0.044], [-0.008, -0.010, -0.115], [-0.027, 0.048, -0.012], [0.039, 0.003, 0.035], [0.004, 0.013, -0.005], [-0.024, -0.028, 0.021], [-0.293, 0.476, -0.065], [-0.075, -0.052, 0.055], [-0.002, -0.005, -0.004], [0.069, -0.072, 0.025], [-0.194, -0.078, 0.029], [0.020, 0.015, -0.025], [-0.014, -0.007, -0.019], [0.010, 0.021, -0.008], [0.017, 0.049, -0.081], [-0.010, 0.065, 0.066], [-0.042, 0.019, 0.048], [0.011, 0.049, -0.020], [0.014, 0.064, -0.139], [-0.041, -0.033, -0.034], [0.083, -0.045, 0.015], [0.078, -0.012, -0.065], [0.114, 0.098, 0.078], [0.052, 0.112, -0.102], [0.007, 0.025, 0.080], [-0.113, -0.041, 0.059], [-0.009, -0.039, 0.045], [0.055, 0.022, 0.003], [0.036, 0.018, 0.000], [-0.095, -0.058, -0.023], [-0.050, 0.016, -0.015], [0.061, 0.017, 0.067], [0.000, -0.001, 0.000], [0.016, 0.001, -0.023], [-0.039, -0.022, 0.014], [-0.030, 0.088, 0.008], [-0.021, 0.014, 0.072], [0.079, 0.098, -0.039], [-0.047, 0.049, -0.025], [-0.121, 0.123, -0.173], [-0.029, -0.034, 0.043], [0.006, -0.020, -0.004], [-0.006, 0.017, 0.090], [-0.055, -0.054, -0.004], [0.004, 0.013, -0.004], [0.005, -0.113, 0.076], [0.052, -0.050, -0.014], [0.000, 0.004, 0.020], [-0.020, 0.018, -0.010], [-0.006, -0.004, 0.039], [0.010, -0.007, -0.025], [0.006, 0.080, -0.075], [-0.001, -0.015, 0.026], [-0.106, -0.132, -0.058], [0.012, -0.002, -0.069], [-0.065, -0.186, -0.004], [0.001, -0.022, -0.001], [-0.009, -0.024, -0.007], [-0.053, -0.188, 0.024], [0.003, 0.030, 0.038], [-0.042, -0.104, 0.095], [0.007, 0.015, 0.013], [-0.009, -0.014, 0.006], [0.012, 0.011, 0.010], [-0.015, -0.011, 0.005], [0.003, 0.005, -0.009], [0.003, -0.001, 0.004], [0.092, -0.012, 0.057], [0.006, -0.020, 0.002], [-0.026, 0.051, 0.027], [-0.005, 0.001, -0.007], [0.010, -0.038, 0.016], [0.007, 0.018, -0.021], [-0.010, -0.004, 0.012], [0.004, -0.013, 0.001], [-0.001, -0.004, 0.005], [0.059, 0.138, 0.043], [-0.003, -0.002, -0.007], [0.019, -0.015, -0.012], [-0.004, 0.013, -0.001], [-0.020, -0.012, 0.002], [-0.005, 0.025, -0.005], [-0.034, 0.026, -0.039], [0.003, 0.005, 0.004], [0.039, -0.015, -0.009], [-0.019, -0.030, -0.043], [0.001, 0.002, 0.005], [0.004, 0.001, -0.003], [0.006, -0.003, 0.061], [0.009, -0.006, -0.024], [0.018, 0.016, 0.091], [-0.012, -0.005, 0.003], [-0.006, 0.005, 0.007], [0.006, -0.005, 0.001], [0.010, 0.042, 0.008], [-0.087, -0.035, -0.099], [-0.001, 0.005, 0.003], [-0.033, 0.011, -0.016], [0.039, -0.015, 0.061], [-0.010, -0.075, 0.049], [-0.021, 0.014, -0.018], [-0.106, 0.055, -0.074], [-0.003, -0.001, 0.001], [-0.015, -0.002, -0.002], [-0.004, 0.002, 0.001], [0.001, 0.011, -0.005], [-0.005, 0.013, 0.015], [0.012, 0.006, 0.001], [0.017, -0.014, 0.011], [-0.012, 0.000, -0.025], [0.023, -0.010, -0.024], [-0.003, -0.002, -0.015], [0.014, 0.006, -0.004], [-0.022, -0.002, 0.018], [0.000, -0.047, 0.032], [0.006, -0.002, -0.003], [-0.010, -0.013, -0.001], [-0.013, 0.005, 0.004], [0.018, 0.004, -0.013], [-0.004, 0.017, -0.014], [0.000, 0.016, -0.009], [0.007, -0.050, -0.065], [-0.002, 0.001, -0.036], [-0.002, -0.008, 0.004]]}